A gas-phase ion, C2H5N6O4 (charge +1). Source: the OMol25 dataset; level of theory: the ωB97M-V functional and the def2-TZVPD basis.

**Energy above the lowest of the compared OMol25 structures with the same formula, charge and spin**: 380.2 kJ/mol
**Charge**: +1
**Orbital gap (alpha / beta)**: 0.3022 / 0.3021 Eh
**SMILES**: [H]/N=[NH+]/C([N+](=O)[O-])=[N+](/C)N=[N+]([O-])[O-]
**E**: -19266.056 eV
**E_LUMO (alpha / beta)**: -0.24811 / -0.24815 Eh
**Maximum force**: 4.4 eV Å⁻¹

```
17
C2H5N6O4 | the OMol25 dataset | the ωB97M-V functional and the def2-TZVPD basis
H 1.295 -2.053 -1.901
N 1.104 -1.314 -1.283
N -0.050 -1.387 -0.822
C -0.602 -0.456 -0.092
N -1.983 -0.803 0.352
O -2.676 0.147 0.750
O -2.244 -1.974 0.212
N 0.051 0.788 0.039
C -0.736 1.945 0.309
N 1.274 0.951 0.083
N 2.394 0.012 0.462
O 3.387 0.413 0.051
O 2.065 -0.835 1.195
H -0.649 -2.309 -1.005
H -0.512 2.144 1.410
H -0.327 2.802 -0.121
H -1.790 1.929 0.361
```

Here are the Löwdin charges for atoms 1 to 4, given in e: atom 1 (H): 0.105, atom 2 (N): 0.208, atom 3 (N): 0.037, atom 4 (C): -0.107